(1)
This record from OMol25 describes C9H15F5InNO5S2 as an isolated structure at a distorted geometry. The level of theory is ωB97M-V/def2-TZVPD.

Properties
Molecular weight: 491.2 g/mol
Kohn-Sham gap: 2.89 eV
HOMO: -16.275 eV
Total energy: -2267.8193 hartree
Largest force on an atom: 2.25 eV Å⁻¹
Charge: +2

Positions of all 38 atoms, in Å:
1 C 3.9245 0.5820 1.3850
2 O 2.7780 -0.2391 1.1684
3 C 2.9185 -1.2427 0.2354
4 C 1.6898 -1.2994 -0.6814
5 C 1.7793 -0.2016 -1.7039
6 C 1.3231 1.1277 -1.1694
7 C -0.2470 1.1778 -1.0792
8 C -0.6317 2.3895 -0.2119
9 S -1.6478 1.9719 1.1630
10 O -2.4550 3.1462 1.3767
11 O -0.8845 1.6134 2.3340
12 N -2.6870 0.7993 0.7312
13 S -2.3320 -0.6748 1.2484
14 O -2.9250 -0.8811 2.5638
15 O -0.9604 -1.0678 1.1591
16 C -3.2647 -1.7966 0.0643
17 F -2.8010 -3.0156 0.3548
18 F -4.5649 -1.6997 0.3163
19 C -2.9869 -1.4957 -1.4404
20 F -3.2558 -0.2234 -1.7362
21 F -1.6975 -1.7686 -1.7118
22 F -3.7786 -2.3133 -2.1485
23 H 4.7633 -0.0511 1.6660
24 H 3.6952 1.2867 2.1632
25 H 4.1656 1.0800 0.4490
26 H 2.9665 -2.1927 0.7923
27 H 3.8470 -1.1267 -0.3142
28 H 1.7089 -2.2595 -1.1801
29 H 0.7876 -1.2648 -0.0906
30 H 2.7738 -0.0695 -2.1359
31 H 1.1324 -0.5069 -2.5337
32 H 1.6421 1.9272 -1.8243
33 H 1.7091 1.3443 -0.1771
34 H -0.6333 1.2674 -2.0815
35 H -0.5852 0.2363 -0.6893
36 H -1.2575 3.0472 -0.8042
37 H 0.2219 2.9484 0.1362
38 In -4.2307 -0.5549 4.4069

Computed Mulliken charges, given in elementary charges:
1 C -0.69
2 O -0.17
3 C -0.61
4 C 0.13
5 C -0.84
6 C -0.97
7 C 0.75
8 C -1.04
9 S 1.34
10 O -0.56
11 O -0.54
12 N -0.35
13 S 0.88
14 O -0.47
15 O -0.55
16 C 0.55
17 F -0.22
18 F -0.23
19 C 0.64
20 F -0.18
21 F -0.21
22 F -0.22
23 H 0.39
24 H 0.27
25 H 0.39
26 H 0.40
27 H 0.51
28 H 0.46
29 H -0.15
30 H 0.46
31 H 0.41
32 H 0.43
33 H 0.43
34 H 0.46
35 H -0.74
36 H 0.42
37 H 0.60
38 In 0.83

(2)
This record from OMol25 describes one molecule with the formula C6H6N2S2 at a distorted geometry. The level of theory is ωB97M-V/def2-TZVPD.

Properties
Molecular weight: 170.3 g/mol
Kohn-Sham gap: 7.94 eV
ΔE to the lowest compared entry with this formula, charge and spin: 2.229 eV
HOMO: -9.200 eV
Total energy: -1138.0013 hartree
Largest force on an atom: 7.39 eV Å⁻¹
Charge: 0
SMILES string: CS/C(C#N)=C(\C#N)SC

Positions of all 16 atoms, in Å:
1 C 3.1428 -0.0866 -0.1052
2 S 1.8247 1.2080 -0.1984
3 C 0.3975 0.2012 -0.4591
4 C 0.5396 -1.2152 -0.5403
5 N 0.6286 -2.3393 -0.4758
6 C -0.8241 0.8916 -0.6031
7 C -0.8960 2.1956 -0.3368
8 N -1.0539 3.2946 -0.2239
9 S -2.2903 -0.0799 -0.9029
10 C -2.7974 -0.6835 0.7696
11 H 3.0953 -0.9011 0.6381
12 H 3.0694 -0.7517 -1.0530
13 H 4.0740 0.3818 0.1555
14 H -3.1086 0.3797 1.4647
15 H -2.1268 -1.3590 1.1382
16 H -3.6749 -1.1361 0.7323

Computed Mulliken charges, given in elementary charges:
1 C -0.97
2 S 0.01
3 C 0.80
4 C -0.26
5 N -0.36
6 C -0.11
7 C 0.20
8 N -0.38
9 S -0.06
10 C -0.87
11 H 0.37
12 H 0.32
13 H 0.35
14 H 0.23
15 H 0.32
16 H 0.40

(3)
This record from OMol25 describes a 9-piece molecular cluster, C7H28O9 overall at a distorted geometry. The level of theory is ωB97M-V/def2-TZVPD.

Properties
Molecular weight: 256.3 g/mol
Kohn-Sham gap: 9.32 eV
ΔE to the lowest compared entry with this formula, charge and spin: 3.655 eV
HOMO: -9.368 eV
Total energy: -960.5462 hartree
Largest force on an atom: 3.10 eV Å⁻¹
Charge: 0
SMILES string: C=C(CC)CCC=O.O.O.O.O.O.O.O.O

Positions of all 44 atoms, in Å:
1 C -2.8144 -0.4199 0.0282
2 C -1.8108 0.3972 -0.1956
3 C -1.7772 1.3242 -1.4611
4 C -0.6623 2.3340 -1.5294
5 C -0.5203 0.3864 0.5614
6 C 0.4055 -0.7174 0.0231
7 C -0.3484 -1.9622 -0.3839
8 O 0.2719 -2.9928 -0.5658
9 H -2.8688 -1.0565 0.9387
10 H -3.7325 -0.4281 -0.5511
11 H -1.7675 0.7014 -2.3627
12 H -2.6651 1.9796 -1.4492
13 H -0.6618 2.7922 -2.5184
14 H 0.3968 2.2138 -1.2889
15 H -0.8934 3.1680 -0.8228
16 H -0.0344 1.4082 0.5030
17 H -0.6147 0.3350 1.6428
18 H 1.2182 -1.0716 0.6531
19 H 0.9375 -0.3887 -0.8468
20 H -1.3017 -1.7852 -0.8287
21 O -1.0790 -0.2628 -4.5653
22 H -1.7104 -0.5830 -3.9214
23 H -0.1725 -0.4897 -4.3425
24 O -2.6616 -2.4235 -2.6087
25 H -3.0166 -2.8028 -1.7980
26 H -3.1697 -1.6136 -2.7252
27 O 2.5990 0.9293 0.1614
28 H 3.0847 1.0316 1.0278
29 H 3.3624 0.7052 -0.3869
30 O -0.1629 -1.5085 4.2164
31 H 0.2099 -2.3452 3.9298
32 H -0.8700 -1.2269 3.6325
33 O 1.2851 3.8903 0.8813
34 H 0.4582 3.5461 1.2363
35 H 2.1156 3.4273 1.0254
36 O 2.8835 0.3597 2.9095
37 H 2.6277 -0.5411 3.1593
38 H 1.9698 0.6952 2.9432
39 O 3.3725 -2.5564 -0.7876
40 H 2.6259 -3.1040 -0.5230
41 H 3.1075 -2.1207 -1.6024
42 O -0.4595 2.6636 2.6197
43 H -0.0502 2.7383 3.4815
44 H -1.2490 2.3241 2.2138

Computed Mulliken charges, given in elementary charges:
1 C -1.15
2 C 0.75
3 C 0.13
4 C -1.30
5 C 0.70
6 C -0.43
7 C 0.15
8 O -0.55
9 H 0.20
10 H 0.41
11 H -0.40
12 H 0.37
13 H 0.42
14 H 0.28
15 H 0.29
16 H -0.70
17 H 0.27
18 H 0.45
19 H 0.15
20 H 0.11
21 O -0.64
22 H 0.26
23 H 0.32
24 O -0.64
25 H 0.32
26 H 0.32
27 O -0.52
28 H 0.28
29 H 0.24
30 O -0.64
31 H 0.32
32 H 0.32
33 O -0.62
34 H 0.35
35 H 0.27
36 O -0.65
37 H 0.33
38 H 0.29
39 O -0.62
40 H 0.31
41 H 0.30
42 O -0.65
43 H 0.27
44 H 0.33

(4)
This record from OMol25 describes a 2-piece molecular cluster, C15H18BrFN2OP overall at a distorted geometry. The level of theory is ωB97M-V/def2-TZVPD.

Properties
Molecular weight: 372.2 g/mol
Kohn-Sham gap: 6.17 eV
HOMO: -11.214 eV
Total energy: -3782.0273 hartree
Largest force on an atom: 2.32 eV Å⁻¹
Charge: +1

Positions of all 39 atoms, in Å:
1 C 3.9108 -1.1646 1.4708
2 C 4.3313 -0.7618 0.0105
3 P 3.1829 -1.2683 -1.3705
4 C 2.7951 0.3270 -2.2920
5 C 1.5685 -1.9916 -0.6769
6 C 1.3671 -3.3799 -1.0331
7 Br 2.5439 -4.3980 -2.1195
8 C 0.1688 -3.9172 -0.4925
9 C -0.6238 -3.0529 0.2971
10 N -0.4505 -1.7802 0.5929
11 N 0.6712 -1.3386 0.0579
12 C 0.8867 0.0961 0.3458
13 C 0.0861 0.9668 -0.6741
14 O -0.7545 0.4398 -1.3566
15 H 3.0793 -1.8858 1.5497
16 H 3.7581 -0.2534 2.0835
17 H 4.7876 -1.6621 1.9373
18 H 4.4572 0.3441 -0.0197
19 H 5.3394 -1.1690 -0.2031
20 H 1.7639 0.2358 -2.7000
21 H 3.4471 0.4310 -3.1806
22 H 2.8798 1.1979 -1.6161
23 H -0.1500 -4.9515 -0.6604
24 H -1.5325 -3.4945 0.7406
25 H 0.4257 0.3401 1.3295
26 H 1.9445 0.3812 0.4379
27 H 0.3183 2.0485 -0.7862
28 F -4.2135 4.3804 -1.2028
29 C -4.1990 3.4298 -0.2553
30 C -3.4033 2.3139 -0.4294
31 C -3.3806 1.3303 0.5502
32 C -4.1676 1.4707 1.6875
33 C -4.9667 2.5965 1.8481
34 C -4.9795 3.5860 0.8744
35 H -2.8091 2.2192 -1.3299
36 H -2.7538 0.4570 0.4157
37 H -4.1576 0.7011 2.4499
38 H -5.5815 2.7032 2.7326
39 H -5.5897 4.4730 0.9866

Computed Mulliken charges, given in elementary charges:
1 C -1.01
2 C -0.57
3 P 0.10
4 C -0.95
5 C 0.61
6 C 0.01
7 Br -0.04
8 C -0.18
9 C -0.40
10 N -0.99
11 N 0.96
12 C -0.64
13 C -0.03
14 O -0.42
15 H 0.29
16 H 0.27
17 H 0.34
18 H 0.39
19 H 0.49
20 H 0.28
21 H 0.39
22 H 0.29
23 H 0.42
24 H 0.40
25 H 0.45
26 H 0.23
27 H 0.32
28 F -0.31
29 C 0.39
30 C -0.61
31 C -0.22
32 C -0.60
33 C -0.34
34 C -0.44
35 H 0.49
36 H 0.46
37 H 0.37
38 H 0.37
39 H 0.42

(5)
This record from OMol25 describes one molecule with the formula C2H4N2S at a distorted geometry. The level of theory is ωB97M-V/def2-TZVPD.

Properties
Molecular weight: 88.1 g/mol
Kohn-Sham gap: 9.78 eV
ΔE to the lowest compared entry with this formula, charge and spin: 3.251 eV
HOMO: -8.983 eV
Total energy: -586.1749 hartree
Largest force on an atom: 3.23 eV Å⁻¹
Charge: 0
SMILES string: C1NN2S[C@@H]12

Positions of all 9 atoms, in Å:
1 C 0.6170 0.3817 -0.4073
2 N -0.2645 -0.5800 -1.0883
3 N -1.1282 -0.6968 0.3965
4 S -0.0881 -1.5163 1.4455
5 C -0.0851 0.1705 0.9166
6 H 0.5614 1.4127 -0.7650
7 H 1.6529 0.0343 -0.4468
8 H -0.9410 -0.1348 -1.6993
9 H -0.3243 0.9288 1.6480

Computed Mulliken charges, given in elementary charges:
1 C -0.24
2 N -0.44
3 N -0.27
4 S -0.07
5 C -0.05
6 H 0.25
7 H 0.19
8 H 0.27
9 H 0.36